(1)
{
  "formula": "C6H11ClSi",
  "method": "the ωB97M-V functional and the def2-TZVPD basis",
  "elements": ["C", "C", "C", "C", "C", "C", "Si", "Cl", "H", "H", "H", "H", "H", "H", "H", "H", "H", "H", "H"],
  "xyz": [[-3.050437, -0.052976, -2.738481], [0.005953, 0.851306, 1.645193], [-2.268961, 0.422973, -1.775012], [-0.273596, -0.372286, 1.381048], [-0.541522, -1.479759, 2.419671], [1.459865, -0.008151, -1.160446], [-0.056924, -0.922336, -0.416086], [0.135624, -2.967429, -0.437824], [-3.930660, 0.468464, -3.190066], [-2.821013, -0.975262, -3.068229], [0.112765, 1.531220, 0.793212], [-0.011275, 1.240317, 2.721288], [-2.413566, 1.350274, -1.203759], [-1.333773, -2.093409, 2.061427], [-0.964980, -1.110264, 3.471006], [0.258911, -2.171708, 2.715332], [2.247201, -0.030958, -0.422327], [1.758036, -0.316838, -2.125847], [1.102978, 0.996019, -1.209463]],
  "forces_ev_per_angstrom": [[-0.4, 3.1, 1.5], [-0.1, 3.4, 1.7], [1.0, -0.9, 1.2], [0.0, -4.4, -0.1], [-0.9, 1.3, 2.4], [-1.5, -0.7, 1.4], [-1.1, 1.9, -1.1], [-0.1, 0.1, -0.2], [0.8, -0.3, 0.6], [0.5, -3.1, -1.5], [0.3, 0.3, 0.7], [0.1, -0.3, -1.7], [0.1, -0.3, -0.4], [-0.7, -0.7, -0.4], [1.0, -0.2, -2.2], [0.2, 0.5, -0.6], [0.4, -0.2, 0.1], [0.4, -0.5, -0.9], [-0.2, 0.9, -0.2]],
  "orbital_gap_ev": [7.98, 7.98],
  "molar_mass_g_mol": 146.7,
  "total_charge": 0,
  "energy_ev": -26797.397,
  "e_homo_ev": [-8.1, -8.1],
  "de_lowest_kcal_mol": 70.5
}

(2)
{
  "formula": "C6H11FN2",
  "method": "the ωB97M-V functional and the def2-TZVPD basis",
  "elements": ["C", "C", "C", "C", "C", "C", "N", "N", "F", "H", "H", "H", "H", "H", "H", "H", "H", "H", "H", "H"],
  "xyz": [[1.372263, 0.703567, 0.061585], [-1.280334, -0.279722, -0.034323], [2.464421, 0.245216, 0.978530], [1.044569, -1.769772, -0.649848], [-3.326813, 0.925294, 0.092408], [0.684527, -0.317853, -0.750177], [1.117404, 1.941044, 0.002999], [-1.976200, 0.677775, -0.336512], [-1.510701, -1.353286, 0.726588], [2.049722, -0.324559, 1.809732], [3.163991, -0.393326, 0.439464], [2.987750, 1.112813, 1.372390], [1.090214, -2.097847, 0.386538], [0.308599, -2.377192, -1.172726], [2.016056, -1.953974, -1.110766], [-3.942078, 1.044010, -0.799694], [-3.318304, 1.873689, 0.632092], [-3.740346, 0.138200, 0.729499], [0.440428, 0.022319, -1.751162], [0.354836, 2.183605, -0.626609]],
  "forces_ev_per_angstrom": [[0.3, 0.3, 0.0], [4.5, 0.2, -1.6], [0.1, 0.0, 0.1], [0.2, 0.0, -0.1], [-0.3, 0.0, 0.2], [-4.3, -0.5, 1.1], [0.1, 0.6, 0.2], [0.0, 0.1, -0.1], [-0.5, 0.0, 0.1], [0.0, -0.1, 0.0], [0.1, -0.1, 0.1], [0.0, 0.0, 0.0], [0.0, 0.0, 0.0], [0.0, 0.0, 0.0], [0.1, -0.1, 0.0], [-0.1, 0.0, 0.1], [-0.2, -0.1, 0.0], [0.0, 0.1, 0.0], [0.1, 0.0, 0.0], [-0.1, -0.3, -0.1]],
  "orbital_gap_ev": 9.90,
  "molar_mass_g_mol": 130.2,
  "total_charge": 0,
  "energy_ev": -12095.679,
  "e_homo_ev": -9.1,
  "de_lowest_kcal_mol": 39.4
}

(3)
{
  "formula": "C6H11FN4OS",
  "method": "the ωB97M-V functional and the def2-TZVPD basis",
  "elements": ["C", "C", "C", "C", "C", "C", "N", "N", "N", "N", "O", "F", "S", "H", "H", "H", "H", "H", "H", "H", "H", "H", "H", "H"],
  "xyz": [[-0.619318, -1.761316, 0.111468], [1.592867, -1.955004, -0.608899], [-2.664698, 1.067932, 0.605711], [-2.013626, 1.378781, -0.739291], [-2.159785, -0.053285, -0.178776], [0.785848, -2.249234, 0.518973], [1.708978, -2.191097, -1.808042], [1.266080, 2.268066, -0.819014], [-0.966376, -0.561920, 0.295168], [1.936586, 1.382672, 1.496687], [3.628462, 1.028776, -0.290856], [1.248895, -1.698602, 1.785040], [2.125650, 1.112086, -0.113770], [-1.318620, -2.449332, -0.246996], [-2.127898, 1.359298, 1.593878], [-3.751613, 1.093834, 0.706862], [-2.507834, 1.564410, -1.748404], [-1.040199, 1.697816, -0.659066], [-3.011493, -0.756962, -0.580002], [0.671751, -3.350079, 0.748940], [2.394315, -1.638530, -2.297368], [1.437055, 2.203201, -1.736416], [0.959449, 1.651606, 1.713258], [2.425518, 0.856884, 2.250914]],
  "forces_ev_per_angstrom": [[0.8, 1.7, 1.8], [1.4, 1.0, -1.0], [-0.5, 1.8, 1.6], [-2.7, -1.7, -0.7], [-1.9, -1.1, -0.9], [-2.2, -1.5, 2.0], [-0.4, -0.4, 1.0], [0.2, -1.2, 6.0], [1.9, -0.7, -0.2], [-1.4, 0.8, 0.9], [-2.7, -0.1, -0.1], [-0.4, -0.3, -1.9], [2.6, 0.7, -0.5], [-0.7, -1.6, -1.0], [-0.8, -0.5, -2.1], [0.3, 0.2, -0.1], [0.3, 0.0, 1.9], [2.0, 0.8, 0.0], [1.9, 1.2, 0.4], [0.5, 1.0, -0.4], [0.4, 0.2, -0.4], [0.8, -0.3, -4.7], [1.0, -0.4, 0.0], [-0.5, 0.2, -1.6]],
  "orbital_gap_ev": [6.61, 8.23],
  "molar_mass_g_mol": 206.2,
  "total_charge": 0,
  "energy_ev": -27953.758,
  "e_homo_ev": [-8.1, -8.8],
  "de_lowest_kcal_mol": 48.0
}

Repeat the first record exactly.
{
  "formula": "C6H11ClSi",
  "method": "the ωB97M-V functional and the def2-TZVPD basis",
  "elements": ["C", "C", "C", "C", "C", "C", "Si", "Cl", "H", "H", "H", "H", "H", "H", "H", "H", "H", "H", "H"],
  "xyz": [[-3.050437, -0.052976, -2.738481], [0.005953, 0.851306, 1.645193], [-2.268961, 0.422973, -1.775012], [-0.273596, -0.372286, 1.381048], [-0.541522, -1.479759, 2.419671], [1.459865, -0.008151, -1.160446], [-0.056924, -0.922336, -0.416086], [0.135624, -2.967429, -0.437824], [-3.930660, 0.468464, -3.190066], [-2.821013, -0.975262, -3.068229], [0.112765, 1.531220, 0.793212], [-0.011275, 1.240317, 2.721288], [-2.413566, 1.350274, -1.203759], [-1.333773, -2.093409, 2.061427], [-0.964980, -1.110264, 3.471006], [0.258911, -2.171708, 2.715332], [2.247201, -0.030958, -0.422327], [1.758036, -0.316838, -2.125847], [1.102978, 0.996019, -1.209463]],
  "forces_ev_per_angstrom": [[-0.4, 3.1, 1.5], [-0.1, 3.4, 1.7], [1.0, -0.9, 1.2], [0.0, -4.4, -0.1], [-0.9, 1.3, 2.4], [-1.5, -0.7, 1.4], [-1.1, 1.9, -1.1], [-0.1, 0.1, -0.2], [0.8, -0.3, 0.6], [0.5, -3.1, -1.5], [0.3, 0.3, 0.7], [0.1, -0.3, -1.7], [0.1, -0.3, -0.4], [-0.7, -0.7, -0.4], [1.0, -0.2, -2.2], [0.2, 0.5, -0.6], [0.4, -0.2, 0.1], [0.4, -0.5, -0.9], [-0.2, 0.9, -0.2]],
  "orbital_gap_ev": [7.98, 7.98],
  "molar_mass_g_mol": 146.7,
  "total_charge": 0,
  "energy_ev": -26797.397,
  "e_homo_ev": [-8.1, -8.1],
  "de_lowest_kcal_mol": 70.5
}